Formula: C4H5NO
Source: the Open Molecules 2025 dataset
Level of theory: wB97M-V/def2-TZVPD

Atoms and positions in Å:
N (-0.984, 0.029, -1.073)
C (-0.216, 1.181, -1.191)
C (0.007, -0.915, -0.650)
C (0.455, -0.745, 0.582)
C (0.220, 0.635, 1.123)
O (0.271, 1.539, -0.022)
H (-1.347, -0.275, -1.963)
H (0.291, -1.670, -1.377)
H (0.956, -1.523, 1.138)
H (1.059, 0.958, 1.744)
H (-0.712, 0.787, 1.690)

Forces on the atoms, in the same order (eV/Å):
1.4627 -0.3933 -0.7375
-1.0244 1.9993 0.1766
-1.0991 -1.3252 0.9009
0.1718 -0.1646 0.2133
0.0361 -0.3368 0.1216
0.1897 -0.0475 -0.3452
-0.0597 0.4499 -0.2803
-0.2316 -0.2608 0.4804
0.6660 0.2706 -0.1170
-0.2011 -0.1155 0.0401
0.0895 -0.0760 -0.4529

Highest occupied orbital energy: -8.38 eV
Energy relative to the best compared isomer or geometry (same formula, charge and spin): 76.9 kcal/mol
Maximum force: 2.253 eV Å⁻¹
LUMO: 0.87 eV
Total energy: -7763.1922 eV

Atom charges from the Mulliken analysis, given in e for atoms 1 to 2: -0.219 -0.261

---

Formula: C14H35LuN3S2
Source: the Open Molecules 2025 dataset
Level of theory: wB97M-V/def2-TZVPD

Atoms and positions in Å:
Lu (0.080, 0.141, 0.007)
S (-0.833, 2.627, -0.617)
S (-0.727, -2.425, -0.319)
C (-2.678, 2.649, -0.483)
C (-0.648, 2.524, -2.467)
C (-1.152, 1.209, -3.018)
N (-0.477, 0.071, -2.327)
C (-0.995, -1.240, -2.872)
C (-0.365, -2.413, -2.141)
H (0.425, 2.644, -2.680)
H (-1.200, 3.348, -2.929)
H (-0.949, 1.146, -4.098)
H (-2.233, 1.095, -2.889)
H (-0.753, -1.295, -3.947)
H (-2.091, -1.239, -2.784)
H (0.728, -2.417, -2.279)
H (-0.786, -3.360, -2.494)
C (-2.573, -2.565, -0.407)
H (0.500, 0.109, -2.637)
H (-3.079, -1.644, -0.743)
H (-2.920, -2.827, 0.604)
H (-2.785, -3.409, -1.078)
H (-2.945, 2.758, 0.575)
H (-3.133, 1.727, -0.868)
H (-3.110, 3.506, -1.018)
C (3.396, 0.060, -1.747)
C (4.449, 0.151, -0.884)
H (2.826, 0.935, -2.099)
H (3.110, -0.909, -2.191)
H (4.789, 1.092, -0.429)
H (5.061, -0.727, -0.614)
C (2.135, 0.962, 1.105)
N (1.681, -0.397, 1.479)
C (2.449, -1.534, 0.956)
C (1.404, -0.529, 2.960)
C (-0.087, -0.776, 3.136)
N (-0.860, 0.136, 2.218)
C (-2.286, -0.256, 2.269)
C (-0.766, 1.506, 2.776)
H (3.005, 1.272, 1.703)
H (1.334, 1.722, 1.280)
H (2.390, 1.011, 0.032)
H (3.460, -1.568, 1.396)
H (1.901, -2.455, 1.210)
H (2.540, -1.458, -0.134)
H (1.951, -1.400, 3.333)
H (1.762, 0.375, 3.466)
H (-0.340, -1.816, 2.891)
H (-0.411, -0.550, 4.165)
H (-2.450, -1.227, 1.763)
H (-2.604, -0.345, 3.330)
H (-2.920, 0.506, 1.772)
H (-1.194, 1.483, 3.800)
H (0.292, 1.803, 2.842)
H (-1.319, 2.211, 2.123)

Forces on the atoms, in the same order (eV/Å):
-1.1019 -0.1935 0.6647
-0.7956 0.5402 -0.8133
-0.5479 0.0301 -0.7018
-0.2216 -0.2321 0.1935
0.0806 -0.1323 0.2008
-0.0045 -0.2062 0.0032
0.0043 -0.6709 -0.3895
0.0622 0.3167 -0.0644
-0.1417 -0.0634 0.2000
-0.2819 0.1754 0.1186
0.2178 0.0757 0.2584
-0.0825 0.1454 0.2343
0.2017 0.0299 0.0387
-0.1241 -0.1213 0.3307
0.3663 0.0190 0.0192
-0.3182 -0.2123 0.1554
0.3101 0.1244 -0.1438
0.0229 -0.0352 0.2232
0.0402 0.0075 -0.3037
0.3487 -0.4475 0.1073
0.1404 -0.0034 -0.4358
0.0356 0.3039 0.1926
0.1956 0.0113 -0.2313
0.2244 0.2292 0.0888
0.4946 -0.1453 0.0678
1.1698 -0.1653 0.6995
-0.7370 -0.1424 -1.1570
0.4339 -0.1733 0.1515
0.3405 0.4896 0.0915
-0.2537 -0.3172 -0.4092
-0.4770 0.4241 -0.2640
0.3302 0.1215 0.4561
-0.2071 0.2065 0.4524
0.2881 -0.3978 0.1365
-0.0993 -0.1360 -0.5908
-0.2108 0.3918 -0.2170
-0.0748 -0.0929 -0.1372
-0.6761 -0.2405 0.0172
-0.0386 0.2673 0.2751
-0.1295 0.1587 -0.4524
0.3720 -0.3138 0.2428
0.2590 -0.0798 0.3919
-0.2354 -0.0759 -0.2936
0.2954 0.2997 -0.0004
0.0393 -0.1503 0.3149
0.0734 0.3132 0.0764
-0.0856 -0.2957 0.0022
0.0241 0.2440 0.0610
0.1432 -0.3314 -0.2161
0.1736 0.5564 0.4569
-0.0036 0.0506 -0.6072
0.3713 -0.3677 0.2970
0.1490 0.3845 -0.5503
-0.6443 0.1049 0.1652
0.2844 -0.2780 0.5937

Highest occupied orbital energy: -19.02 eV
Energy relative to the best compared isomer or geometry (same formula, charge and spin): 0.0 kcal/mol
Maximum force: 1.379 eV Å⁻¹
LUMO: -9.83 eV
Charge: +3
Total energy: -74821.0981 eV

Atom charges from the Mulliken analysis, given in e for atoms 1 to 2: 1.321 0.019

---

Formula: C40H42F32O9S3
Source: the Open Molecules 2025 dataset
Level of theory: wB97M-V/def2-TZVPD

Atoms and positions in Å:
C (3.871, 8.655, 33.455)
C (3.726, 9.646, 34.618)
C (2.532, 10.626, 34.501)
F (2.413, 11.300, 33.317)
F (1.268, 10.205, 34.822)
F (3.467, 8.984, 35.786)
F (4.861, 10.267, 34.719)
O (2.714, 7.827, 33.234)
C (2.750, 6.499, 33.719)
C (1.544, 5.730, 33.357)
F (1.600, 5.385, 32.068)
F (1.524, 4.575, 34.104)
F (3.851, 5.940, 33.158)
F (2.979, 6.508, 34.989)
H (4.823, 8.124, 33.440)
H (4.046, 9.263, 32.567)
H (2.744, 11.393, 35.247)
H (0.667, 6.290, 33.680)
C (-12.365, 7.052, 23.225)
C (-12.620, 6.280, 24.558)
C (-11.642, 6.832, 25.571)
F (-11.929, 8.076, 25.961)
F (-11.592, 6.190, 26.699)
F (-13.882, 6.443, 24.889)
F (-12.252, 4.997, 24.474)
O (-13.246, 6.544, 22.170)
C (-12.751, 6.800, 20.884)
C (-13.359, 5.900, 19.847)
F (-13.238, 6.181, 18.542)
F (-13.185, 4.517, 19.999)
F (-13.074, 8.002, 20.467)
F (-11.483, 6.618, 20.765)
H (-11.319, 6.969, 22.930)
H (-12.621, 8.098, 23.395)
H (-10.650, 6.999, 25.152)
H (-14.449, 5.878, 19.880)
C (1.035, 9.139, 26.441)
C (2.060, 9.709, 25.458)
C (2.264, 11.217, 25.681)
F (2.828, 11.596, 26.860)
F (3.107, 11.599, 24.695)
F (3.260, 9.171, 25.726)
F (1.743, 9.284, 24.220)
O (-0.166, 9.893, 26.341)
C (-1.301, 9.309, 25.707)
C (-2.438, 10.341, 26.010)
F (-2.184, 11.587, 25.895)
F (-3.522, 10.021, 25.204)
F (-1.040, 9.179, 24.413)
F (-1.530, 8.073, 26.249)
H (1.512, 9.339, 27.400)
H (0.979, 8.051, 26.418)
H (1.323, 11.755, 25.565)
H (-2.853, 10.159, 27.001)
C (-9.260, 6.518, 40.475)
C (-8.139, 7.512, 40.695)
C (-8.536, 8.554, 41.754)
F (-9.201, 8.024, 42.782)
F (-7.567, 9.414, 42.107)
F (-7.079, 6.955, 41.200)
F (-7.763, 8.064, 39.538)
O (-9.020, 5.728, 39.309)
C (-9.802, 4.528, 39.061)
C (-9.580, 3.985, 37.625)
F (-10.157, 2.843, 37.551)
F (-10.018, 4.713, 36.544)
F (-9.477, 3.631, 39.999)
F (-11.110, 4.859, 39.108)
H (-10.207, 7.031, 40.309)
H (-9.304, 5.864, 41.345)
H (-9.326, 9.099, 41.237)
H (-8.534, 3.805, 37.375)
C (-3.780, 0.014, 31.074)
S (-5.078, 1.421, 30.981)
O (-4.580, 2.762, 31.605)
C (-5.268, 1.722, 29.235)
H (-2.813, 0.429, 30.791)
H (-3.975, -0.911, 30.531)
H (-3.650, -0.286, 32.114)
H (-6.266, 1.426, 28.911)
H (-4.474, 1.235, 28.668)
H (-5.201, 2.809, 29.202)
C (-1.099, 19.457, 31.165)
S (-2.800, 19.153, 30.433)
O (-2.776, 19.917, 29.098)
C (-2.503, 17.349, 30.059)
H (-0.806, 18.694, 31.886)
H (-1.123, 20.402, 31.708)
H (-0.330, 19.460, 30.393)
H (-2.101, 17.267, 29.049)
H (-3.466, 16.852, 29.938)
H (-1.817, 16.983, 30.822)
C (-4.236, 9.235, 32.836)
S (-5.803, 10.145, 33.139)
O (-6.064, 11.057, 31.933)
C (-7.051, 8.743, 32.922)
H (-3.909, 8.759, 33.761)
H (-3.380, 9.773, 32.427)
H (-4.574, 8.449, 32.162)
H (-7.306, 8.784, 31.863)
H (-7.909, 8.956, 33.560)
H (-6.533, 7.813, 33.159)
C (-17.809, 14.971, 39.266)
C (-18.729, 15.495, 38.355)
C (-19.027, 14.836, 37.165)
C (-18.325, 13.653, 36.821)
C (-17.397, 13.119, 37.701)
C (-17.098, 13.797, 38.902)
C (-16.594, 11.877, 37.393)
O (-15.791, 11.405, 38.163)
C (-16.671, 11.361, 35.985)
C (-15.742, 10.403, 35.537)
C (-15.770, 9.927, 34.273)
C (-16.799, 10.315, 33.377)
C (-17.679, 11.368, 33.768)
C (-17.615, 11.882, 35.071)
C (-18.565, 12.977, 35.471)
O (-19.442, 13.356, 34.719)
H (-17.437, 15.471, 40.148)
H (-19.097, 16.487, 38.572)
H (-19.674, 15.345, 36.465)
H (-16.271, 13.512, 39.536)
H (-15.083, 9.940, 36.256)
H (-15.129, 9.149, 33.888)
H (-16.996, 9.832, 32.432)
H (-18.445, 11.704, 33.084)

Forces on the atoms, in the same order (eV/Å):
-0.0219 -0.0973 -0.7051
-2.7990 -3.0322 -1.0679
-0.6753 2.4269 0.9451
0.5739 -0.9256 -0.0582
1.0691 -0.9324 -0.4498
0.2834 0.2417 0.0600
1.4659 1.5849 0.3107
-0.5096 -0.3889 0.2478
3.1024 2.7222 -1.8670
-1.2651 -1.0763 0.7694
-0.4471 0.2661 -0.1522
0.2304 0.3720 -0.3730
0.2078 -0.7678 -0.2805
-0.1878 -0.2932 2.4421
-0.1749 -0.4842 0.9294
-0.7450 0.1905 -0.2213
0.2175 0.1228 0.1670
-0.3307 0.0661 -0.7049
-0.7945 -0.4691 -0.2366
1.6479 1.4509 -1.7648
1.1858 1.9977 -0.2682
-1.3891 2.1576 -0.2390
0.0391 -2.4051 1.5348
-1.1449 -0.4770 0.6901
-0.5791 -1.0636 -0.4100
1.3064 0.1962 -0.5175
-1.9016 -1.8346 0.2617
-5.5197 -3.5591 -0.6313
2.1145 0.7434 -0.2974
1.5871 1.1448 0.3023
-0.1207 2.1206 0.0585
3.5501 0.2576 0.5076
-0.1067 -0.1302 0.0892
0.0776 0.0310 0.1116
0.3105 -1.1079 -0.4016
-0.2612 0.9490 1.2113
1.0706 0.5071 0.4198
-0.3287 -1.2372 1.5831
-0.6039 0.9606 -1.5671
-0.3402 -1.0525 -0.2673
0.2702 0.3354 -0.1680
0.8414 -0.6889 0.3525
-0.0661 1.1737 -0.4799
-1.2541 -0.9335 -0.1348
2.2238 1.3995 1.3629
-2.6602 -3.7320 0.8700
1.3535 2.3093 -0.8778
0.6889 0.1168 -0.3335
-0.4833 -0.4149 -0.3571
-0.3416 1.0700 -0.6335
-0.4794 0.2357 0.3753
-0.4614 0.0709 -0.6195
-0.0044 0.0767 0.0884
0.5668 -0.1970 0.3979
-0.9608 -1.1420 -0.4092
-0.7050 0.1538 0.7667
-2.4808 1.8048 -2.8203
0.7006 -0.8610 1.2919
0.1668 -0.8363 0.3060
2.6571 -2.1252 0.7735
-0.2049 0.8885 -0.5330
-0.1525 -1.7474 -1.3425
0.8102 3.8124 0.1059
3.0058 1.3573 -1.1513
-2.0813 -3.0069 0.2229
-0.4132 0.6475 1.3468
-0.5678 -0.1748 -0.4305
-0.1160 -0.4502 0.7622
-0.0354 0.1981 0.3814
-0.1628 0.1929 0.1752
0.1017 0.8721 -0.1154
0.4385 0.4204 0.6614
0.4483 1.2502 0.1828
0.0662 0.6405 2.3630
-0.1528 -2.7539 -1.3753
0.5189 0.1162 -0.1958
-0.0239 0.0404 -0.3148
-0.5389 0.4244 -0.4037
-0.4785 0.3648 0.1581
0.1643 -0.2047 0.0666
-0.1553 0.1908 -0.1927
0.1515 -0.0496 -0.2823
-0.4453 -0.2416 0.1558
1.6188 0.5146 -1.8717
-0.2294 -1.2255 1.9987
-0.2928 0.9583 -0.5366
-0.3679 -0.1550 0.0648
-0.0888 0.0734 -0.3032
-0.3496 0.1659 -0.2775
0.5668 0.3809 0.1374
0.0015 -0.0735 0.7862
-0.4173 -0.4007 -0.1536
-0.8239 -1.0366 -0.1404
-0.7159 1.2674 -1.3157
0.5204 -1.2588 1.4792
1.4186 0.7082 -0.0577
-0.2079 0.0575 0.1557
-0.5988 0.5122 -0.0568
0.5828 -0.0898 -0.2588
-0.0217 0.0012 0.0714
0.1993 -0.0985 -0.0515
-0.3397 -0.0781 0.1724
1.3265 -1.5875 -1.3708
0.3881 -0.1185 0.4252
0.9982 -0.1079 0.0901
-1.0975 0.1520 -0.5599
0.8006 -0.0280 1.2644
-1.0853 1.0269 -0.0345
0.3990 0.5085 -1.0160
-0.2909 0.0198 0.4080
-0.2947 0.1723 -0.7600
-0.3729 0.3748 1.7165
-1.5262 -0.6646 -2.6567
-0.6636 1.7815 1.4403
0.8935 -1.4785 0.0641
0.3634 -0.2090 0.1805
-0.0199 0.5218 0.1762
0.3687 -0.1651 0.4567
-0.4731 0.3123 0.0672
-0.5064 -0.0303 -0.1526
-0.1347 -0.3791 -0.2005
-0.0815 -0.5082 -0.0685
0.2512 0.3261 0.1181
0.3701 -0.0613 0.4507
0.4473 -0.0042 -0.1159
-0.0566 0.1439 0.0785

Highest occupied orbital energy: -8.86 eV
Energy relative to the best compared isomer or geometry (same formula, charge and spin): 106.7 kcal/mol
Maximum force: 6.598 eV Å⁻¹
LUMO: -0.98 eV
Total energy: -180046.6162 eV

Atom charges from the Mulliken analysis, given in e for atoms 1 to 2: -1.017 1.006